{
  "formula": "C51H39BrN4O4W",
  "method": "wB97M-V/def2-TZVPD",
  "total_energy_ev": -139528.260,
  "e_homo_ha": -0.46827,
  "charge": 2,
  "e_lumo_ev": -6.628,
  "gap_ev": 6.1,
  "e_above_lowest_kcal_mol": 34.5,
  "elements": ["H", "H", "C", "C", "C", "C", "N", "C", "H", "H", "C", "O", "H", "H", "H", "H", "C", "C", "C", "C", "H", "C", "C", "C", "H", "C", "C", "H", "C", "C", "H", "C", "C", "C", "H", "C", "H", "H", "H", "H", "C", "C", "W", "Br", "C", "H", "H", "C", "N", "H", "O", "C", "C", "H", "C", "C", "H", "H", "H", "H", "H", "H", "H", "C", "H", "H", "H", "C", "H", "C", "O", "C", "C", "C", "H", "N", "N", "C", "C", "C", "C", "C", "C", "H", "H", "C", "H", "H", "C", "H", "C", "H", "O", "C", "C", "C", "C", "C", "C", "C"],
  "coordinates": [[-3.5189, -3.4060, 4.4758], [-1.6824, -4.4674, 3.1690], [2.4660, -1.8375, -1.0706], [-3.7929, -0.6479, -3.2285], [3.4438, -0.4902, 2.3894], [2.7277, -2.6905, 1.7494], [0.0144, -2.0722, -0.6746], [-4.6347, -0.5450, 0.5270], [3.6052, 0.5494, 2.1426], [-6.8240, 1.9672, 1.1043], [-5.7101, 0.1398, 1.0696], [3.7280, 5.1518, 1.8919], [-3.2519, -2.6224, -1.2368], [-1.2068, 3.1713, 0.9196], [-2.0771, -4.2763, -2.1270], [5.3343, -1.2274, 0.7088], [2.9067, -1.3487, 1.4225], [-1.4384, -0.1900, -3.2512], [-5.1256, 2.0827, -0.1924], [3.6313, -2.2955, 3.9475], [-3.4097, 1.8902, -1.4562], [-4.2734, 0.5920, 4.2965], [2.8343, 4.1889, 1.8157], [-5.9666, 1.4490, 0.7062], [2.1791, -4.2701, -2.0263], [-3.1362, -1.4547, 3.6607], [3.8375, 1.0056, -1.3374], [4.0614, 5.3102, 2.7887], [-3.7984, 0.0761, -0.3917], [1.2250, -3.8374, -1.7695], [7.0991, 1.7195, -1.8158], [1.3569, 2.8714, 0.4879], [-4.1203, -0.7464, 4.4156], [-4.0528, 1.4018, -0.7381], [2.7620, 3.6169, 3.9057], [-1.8228, 2.6510, 1.6416], [-4.7348, -1.3081, 5.1006], [-4.7597, -0.6614, -5.1346], [-4.3038, 3.2782, 3.8386], [3.9387, -2.6765, 4.9078], [2.3978, 3.4212, 2.9084], [6.2191, 1.2440, -1.4119], [-0.1271, -0.0606, 0.7559], [0.4477, 2.4477, -1.1354], [-2.4666, 0.6724, 2.6470], [-6.3561, -0.3589, 1.7733], [-2.8386, 4.4458, 2.1946], [2.2561, 3.9048, 0.5634], [0.9867, 2.0863, 1.5071], [-5.0074, 1.1213, 4.8829], [1.5513, 0.0561, 0.0307], [-3.5755, 2.7298, 3.2651], [-2.7569, 3.3824, 2.3556], [-0.5736, 0.1519, -5.1830], [4.9613, 1.6432, -1.8307], [0.0544, -4.4672, -2.1419], [-2.6290, -2.2660, 0.3735], [4.8490, 2.4381, -2.5518], [2.9290, -4.1927, 3.2582], [-4.6973, -0.8768, -2.6833], [4.2694, -0.2908, 4.3505], [-0.5054, -0.0600, -2.7109], [2.5082, 4.4973, -0.3007], [6.3416, 0.2225, -0.4834], [2.3580, -3.3946, 1.0172], [-4.4838, -1.5693, 0.8302], [3.3116, -2.5243, -1.0756], [-2.3232, -0.7226, 2.7578], [0.0639, -5.3960, -2.6889], [5.2156, -0.4144, 0.0101], [-1.4451, 0.0653, -0.4848], [3.8163, -0.9592, 3.6345], [-1.1343, -2.6775, -1.0703], [-2.6731, -0.2222, -5.3087], [1.1689, 1.7944, 3.5412], [-1.6156, 1.3370, 1.7924], [-1.3473, -1.3263, 1.9696], [-3.8273, -0.5273, -4.6071], [3.9509, -0.0227, -0.4138], [-1.8970, -3.4194, 3.0511], [1.1762, -2.6095, -1.1094], [-1.1383, -3.8465, -1.8206], [-2.4635, -2.0978, -0.6922], [-5.3140, 3.1059, -0.4790], [-0.3347, -3.1124, 1.6202], [-3.4563, 1.3506, 3.4126], [2.4916, -1.2880, -2.0235], [2.8612, 1.2850, -1.7018], [1.5009, 2.3973, 2.7056], [7.3199, -0.0867, -0.1466], [-1.1494, -2.6685, 2.1860], [-2.7094, -0.0896, -6.3795], [0.7596, -0.9140, 3.7086], [-1.4745, -0.0693, -4.6313], [0.6795, -0.5596, 2.5915], [-2.9232, -2.8258, 3.7929], [-2.5627, -0.5758, -1.0215], [3.0709, -3.1502, 3.0120], [2.6893, -0.7749, 0.0250], [-2.6010, -0.4524, -2.5420]],
  "mulliken_charge": [0.555, 0.568, -1.745, -0.524, 0.494, -0.102, 1.273, 0.111, 0.687, 0.474, -0.927, -0.516, 0.983, 0.326, 0.607, 0.498, -0.452, -0.180, -0.917, -0.900, 0.512, -1.056, 0.630, -0.703, 0.600, 1.694, -0.221, 0.335, -0.546, -1.016, 0.447, 0.120, -1.302, -0.384, 0.432, -0.166, 0.510, 0.471, 0.541, 0.447, -0.889, -0.648, 2.020, 0.108, -0.486, 0.509, 0.506, -0.663, 0.354, 0.533, 1.372, -0.861, -1.220, 0.500, -1.089, -1.328, 0.245, 0.496, 0.508, 0.528, 0.475, 0.438, 0.610, -1.049, 0.391, 0.437, 0.519, -0.413, 0.505, -0.480, -0.042, -1.114, 0.118, -0.688, 0.551, 0.583, 0.399, -0.965, 0.177, -1.455, -0.058, -0.933, -1.711, 0.490, 0.118, 1.287, 0.642, 0.406, -0.919, 0.463, 0.297, 0.434, -0.474, -1.225, -0.428, -1.079, 2.166, -0.949, 1.995, 0.330]
}

***

{
  "formula": "C51H39ClF6MoN2O7S5Te",
  "method": "wB97M-V/def2-TZVPD",
  "total_energy_ev": -162983.350,
  "e_homo_ha": [-0.26555, -0.27015],
  "charge": 0,
  "e_lumo_ev": [-2.261, -2.190],
  "gap_ev": [5.0, 5.2],
  "elements": ["C", "H", "C", "H", "O", "S", "O", "C", "C", "C", "C", "H", "O", "C", "C", "C", "H", "H", "F", "H", "C", "H", "F", "H", "O", "F", "H", "F", "H", "H", "N", "N", "H", "H", "H", "H", "C", "C", "C", "C", "C", "H", "C", "H", "C", "C", "H", "C", "C", "C", "H", "H", "F", "H", "H", "C", "H", "H", "C", "C", "H", "H", "C", "C", "H", "H", "C", "C", "S", "C", "H", "H", "C", "C", "C", "H", "H", "C", "C", "Mo", "O", "H", "Cl", "C", "C", "H", "S", "O", "H", "H", "C", "C", "C", "S", "C", "O", "C", "C", "C", "C", "C", "C", "C", "C", "H", "C", "S", "C", "Te", "C", "H", "H", "F"],
  "coordinates": [[0.9759, -2.7718, -2.1084], [0.4861, 2.9210, -2.4147], [1.5113, -0.4537, -2.6159], [5.2099, -2.3779, -1.5090], [-0.6501, -0.1598, 1.3411], [0.2490, -2.5969, 2.6394], [0.5580, 2.3244, 1.4989], [4.3536, 3.6439, -2.4353], [3.2866, 2.8874, -1.9928], [-2.4514, -6.5286, -1.0209], [1.1126, -2.0453, -4.4188], [2.6582, -0.6839, 2.1051], [1.7842, -4.0226, -0.2871], [-3.2953, -1.0422, -1.9110], [-3.3835, -0.9226, 3.6130], [-1.7904, -0.9796, 1.5801], [1.9651, -2.1142, -6.3951], [0.7861, -3.3848, -6.0719], [-0.6424, 2.7389, 5.6317], [0.6768, -4.0499, -3.7949], [-3.7397, 1.3098, 4.1028], [6.6338, 1.5977, -0.7650], [-1.0304, 4.5386, 1.2689], [2.9647, 1.0546, 2.1652], [2.0470, 4.2603, 1.6430], [-0.0398, 5.7377, 2.7747], [-1.5663, -3.4907, -2.2079], [-0.0087, 0.8315, 6.4323], [-2.9862, -3.6212, 1.4528], [-6.4763, 3.9741, 2.4885], [1.0696, 1.4195, -1.0845], [1.4647, 3.0686, 3.7465], [-5.4631, -1.3649, -1.7479], [-3.3039, -7.1943, -0.9722], [-3.1744, -0.9743, -2.9835], [3.6600, 0.2189, -4.0591], [3.8098, 1.1997, -3.6341], [-2.5741, -0.3286, 2.6932], [-0.4116, 4.5076, 2.4480], [1.8452, 0.8850, -2.1218], [1.4311, -0.7658, -3.9740], [-3.4815, -1.9940, 3.7144], [-1.9898, -3.5394, 1.8642], [-5.5359, 1.8752, 1.5849], [-0.2677, -4.8194, -1.1384], [0.8937, -3.0377, -3.4708], [-1.3910, 2.2665, -0.0735], [-5.2385, 5.2283, 1.2631], [0.8958, -3.8848, -1.0989], [-0.1574, -6.0487, -0.4932], [3.3957, -2.0112, 0.0949], [-3.8646, 6.2266, -0.0410], [1.1272, 2.6237, 6.8686], [-1.1965, -0.7827, -1.2744], [-1.1543, -7.8638, 0.0508], [-5.1793, 2.8299, 1.2201], [6.8467, -0.5569, -1.9713], [-1.5780, 1.6069, -1.7144], [-4.1932, 2.8634, 0.2426], [-1.2401, -4.6430, 2.3513], [4.5868, 4.5739, -1.9336], [-4.0787, 2.2209, 4.5689], [6.0360, -0.4055, -1.2707], [0.4155, 1.9945, 5.9412], [0.7758, -4.9028, 3.1859], [0.2489, -1.7307, -6.3677], [-2.2253, -0.9246, -0.9814], [4.8722, 1.0035, 0.2815], [1.4617, 1.6419, 4.4564], [-1.2430, -6.9052, -0.4442], [-3.8026, 1.9323, -0.1525], [5.9683, 3.7992, -3.8442], [-2.5685, -5.3009, -1.6562], [-4.0599, 0.0274, 4.4279], [1.2397, -1.4731, -1.6892], [5.5091, 1.5891, -4.8631], [-4.7388, -0.2375, 5.2249], [-1.4735, -4.4521, -1.7241], [0.2925, 2.6558, -1.3731], [0.8655, 0.4168, 0.5542], [2.7584, 1.3512, 4.9747], [-3.5104, -5.0027, -2.0985], [4.7871, 2.5390, 1.0911], [-0.0053, -4.2747, 2.7897], [-2.6327, -1.0278, 0.3134], [-1.6010, -5.6608, 2.3555], [1.0908, 3.4380, 2.3092], [0.7524, 0.6334, 3.7196], [1.5705, 0.0229, -4.7034], [-5.6396, 6.1526, 1.6590], [-1.3068, -2.3615, 1.9618], [-3.7188, 4.0869, -0.2164], [-4.2414, 5.2697, 0.2994], [-4.3323, -1.2602, 0.4051], [5.1382, 3.2002, -3.4924], [1.2211, -1.1876, -0.3771], [3.9146, 0.0212, 0.5317], [4.8709, 1.9662, -4.0741], [1.0224, -2.3367, -5.8929], [2.7833, 0.2169, 1.4963], [-4.4915, -1.2445, -1.2964], [-1.1902, 2.4408, -1.1334], [4.0837, -1.2046, -0.1253], [5.9191, 0.8017, -0.6074], [0.6428, 3.4799, -0.7502], [2.9622, 1.6611, -2.6071], [-2.6189, 1.3791, 2.8170], [5.1174, -1.4178, -1.0178], [-2.2257, 4.2314, -1.6852], [-5.7062, 4.0077, 1.7288], [0.7848, -6.3071, -0.0282], [2.7318, 3.2266, -1.1293], [-1.2553, 4.0513, 3.3637]],
  "mulliken_charge": [0.265, 0.855, -0.170, 0.452, 0.773, 0.150, -0.378, -0.960, -0.238, -0.438, 0.241, 0.551, -0.685, -1.229, -0.110, 0.791, 0.329, 0.402, -0.162, 0.491, -0.617, 0.460, -0.081, 1.112, -0.760, -0.231, 0.362, -0.224, 0.591, 0.418, 1.774, -0.590, 0.500, 0.405, 0.488, 0.537, -0.630, -0.688, 0.619, 0.111, -0.655, 0.601, -0.056, 0.461, 0.592, -0.095, -0.455, -0.577, -0.322, -0.693, 0.690, 0.365, -0.224, 0.230, 0.443, -0.366, 0.439, 0.567, 0.020, -1.066, 0.434, 0.573, -0.555, 0.508, 0.488, 0.340, -0.878, 1.287, 1.116, -0.659, 0.407, 0.412, -0.776, -1.188, -0.165, 0.418, 0.501, 0.111, -2.128, -0.016, -0.696, 0.402, -0.173, -0.526, 1.284, 0.537, 0.898, -0.514, 0.805, 0.389, -0.688, -0.175, -0.450, -0.059, -0.524, -0.189, -0.335, -1.040, -1.539, -2.004, -0.839, 0.147, -0.271, -0.819, 0.740, 1.235, 0.424, -0.711, 0.160, -0.622, 0.424, 0.301, -0.185]
}